A structure of composition C37H35N4O2P2RuS at a distorted geometry, computed with ωB97M-V/def2-TZVPD.

```
82
Properties=species:S:1:pos:R:3:forces:R:3
Ru 0.561332 -0.230004 -0.205679 0.68 1.14 -1.47
C 2.068857 2.688318 1.869180 -0.05 0.01 0.06
C 0.715782 2.946142 1.214590 -0.05 -0.04 -0.03
P -0.412638 1.523477 1.021964 0.18 0.11 0.54
C -1.826472 2.123404 0.087161 0.15 -0.07 -0.09
C -2.895249 1.255069 -0.144088 -0.14 -0.10 0.02
C -4.011865 1.696434 -0.829270 -0.02 -0.10 0.05
C -4.071880 3.005608 -1.296449 0.00 0.01 0.01
C -3.017612 3.874198 -1.066443 0.05 0.01 0.07
C -1.895386 3.438319 -0.372284 0.06 0.14 -0.12
C -1.009825 1.007293 2.634202 0.00 -0.10 -0.09
C -0.243643 0.212166 3.491005 0.05 -0.08 0.06
C -0.716304 -0.113301 4.750810 0.05 0.01 -0.01
C -1.960707 0.341430 5.167669 0.01 -0.01 0.00
C -2.728866 1.131966 4.325540 0.03 0.05 -0.04
C -2.260918 1.465765 3.064584 -0.09 0.12 -0.02
C 3.020825 1.798201 1.041963 -0.09 -0.04 0.05
P 2.489241 0.076007 1.177073 -0.02 -0.22 0.63
C 2.780403 -0.891471 -0.328002 -0.79 0.30 0.21
C 2.443615 -2.266717 -0.315485 0.13 -0.61 -0.08
C 2.837796 -3.098953 -1.349557 -0.16 -0.02 0.35
C 3.559340 -2.577989 -2.409744 0.00 -0.05 -0.04
C 3.881407 -1.217380 -2.460639 0.08 0.33 0.17
C 3.496591 -0.381474 -1.441889 0.23 0.19 -0.38
C 3.287891 -0.636211 2.625153 -0.11 0.04 -0.08
C 3.497541 -2.009551 2.775523 -0.04 -0.12 0.03
C 4.130466 -2.496952 3.906061 -0.04 -0.04 -0.07
C 4.556843 -1.628205 4.901011 0.00 0.00 0.02
C 4.353005 -0.263873 4.761546 -0.02 0.05 -0.03
C 3.721594 0.232979 3.632881 0.03 0.11 0.06
H 1.903938 2.276981 2.866778 0.04 -0.02 0.01
H 2.556544 3.652002 2.021899 -0.01 0.00 -0.02
H 0.836356 3.415675 0.236865 0.03 -0.03 -0.01
H 0.148935 3.642824 1.841071 0.00 0.01 -0.05
H -2.864157 0.238768 0.232252 -0.01 -0.04 -0.03
H -4.846863 1.026540 -0.989112 0.04 -0.01 0.00
H -4.949494 3.351640 -1.826035 0.00 -0.01 -0.01
H -3.071816 4.898189 -1.410208 0.02 0.00 0.01
H -1.100766 4.147473 -0.186884 0.01 0.00 -0.01
H 0.721351 -0.170491 3.192248 0.00 -0.04 -0.04
H -0.114455 -0.728226 5.406380 -0.01 0.00 0.00
H -2.330940 0.079033 6.149643 0.00 0.00 0.00
H -3.692861 1.497600 4.652466 0.00 0.00 -0.02
H -2.866167 2.098597 2.429872 -0.01 -0.03 -0.01
H 4.055290 1.907064 1.367775 -0.01 -0.06 0.03
H 2.971328 2.079291 -0.007134 0.04 0.06 -0.05
H 1.872887 -2.675139 0.509245 -0.07 -0.01 -0.08
H 2.576278 -4.147768 -1.330121 -0.02 0.01 0.01
H 3.881242 -3.229892 -3.211311 -0.03 -0.01 -0.03
H 4.452831 -0.833896 -3.295193 0.02 0.03 0.03
H 3.791750 0.659184 -1.465042 -0.02 0.00 -0.04
H 3.200157 -2.713864 2.014972 0.02 -0.02 0.01
H 4.300828 -3.560285 4.004788 0.00 0.00 -0.01
H 5.055781 -2.014685 5.779357 0.00 0.00 0.00
H 4.693120 0.419197 5.527819 -0.01 0.01 -0.01
H 3.589783 1.302327 3.555181 0.02 0.00 0.00
N -6.040413 -3.503112 -3.914362 -1.13 -0.38 -0.44
C -4.865759 -3.119139 -3.446758 0.85 0.27 0.39
C -3.867567 -2.618511 -4.339379 -0.23 -0.12 0.35
C -2.645325 -2.249677 -3.859860 0.10 -0.10 0.19
C -2.387408 -2.348819 -2.476692 0.56 0.22 0.40
C -3.360664 -2.818754 -1.575645 0.10 0.13 -0.08
C -4.583974 -3.204630 -2.047885 0.05 0.10 -0.48
S -0.819697 -1.927003 -1.910704 -1.81 -1.23 -0.29
O 0.185709 -2.361220 -2.824687 0.29 0.47 -0.10
O -0.659849 -2.241990 -0.473088 0.44 -0.18 0.28
N -0.672001 -0.279305 -1.665511 0.16 -0.26 0.14
C -0.065152 0.642307 -2.499805 -0.29 0.24 -0.19
N 0.816213 1.306669 -1.720460 0.15 -0.21 -0.43
C 1.538000 2.253901 -2.340270 -0.04 0.02 0.20
C 1.325881 2.528796 -3.675110 0.02 0.04 0.03
C 0.385251 1.767920 -4.363815 -0.02 -0.05 -0.03
N -0.325091 0.800311 -3.776185 0.27 0.10 0.43
H -6.249812 -3.476526 -4.908122 0.07 -0.03 0.44
H -6.752936 -3.889438 -3.301958 0.30 0.16 -0.30
H -4.079945 -2.554152 -5.399720 -0.02 -0.02 0.06
H -1.875396 -1.895902 -4.533787 -0.02 -0.01 0.00
H -3.128630 -2.903465 -0.521935 -0.01 0.00 -0.01
H -5.333243 -3.594697 -1.369740 0.02 0.01 -0.07
H 2.263047 2.810518 -1.762413 0.03 0.01 0.01
H 1.877214 3.313891 -4.171029 0.01 0.01 0.01
H 0.199503 1.939190 -5.417039 -0.03 -0.02 -0.01
```
Positions in Å, forces in eV/Å.

The value obtained for the HOMO energy (alpha / beta) is -14.926 / -14.926 eV. The orbital gap (alpha / beta) is 0.13334 / 0.13323 Eh. As for the charge: +3. The lowest unoccupied orbital energy (alpha / beta) comes out at -11.30 / -11.30 eV.

***

A cluster of 3 separate species, C28H64FN7O11P2S3 in total at a distorted geometry, computed with ωB97M-V/def2-TZVPD.

```
116
Properties=species:S:1:pos:R:3:forces:R:3
C 5.369387 -4.569900 3.539507 0.65 -0.84 -0.04
O 4.561203 -5.133305 2.509247 -0.03 0.67 0.19
C 3.570625 -4.262721 1.966693 -0.45 0.12 -0.84
C 3.911504 -2.753687 1.991751 -0.23 0.16 -0.79
C 5.167981 -2.359998 1.142942 0.44 0.81 1.56
C 6.227745 -1.582055 2.016366 0.06 -0.30 -0.63
C 6.343588 -0.084161 1.657581 1.10 -0.26 1.20
S 7.385474 0.145429 0.178904 -0.92 -0.76 -2.05
O 6.536386 0.663163 -0.850341 -0.10 1.39 0.46
O 8.009333 -1.063975 -0.249889 0.78 -0.45 1.17
O 8.579400 1.182748 0.577565 -1.26 -0.49 0.53
C 3.414594 -4.712109 0.469856 -0.38 -0.91 0.79
N 2.219283 -4.178914 -0.189570 0.04 0.51 -0.52
S 1.100849 -5.485863 -0.408767 -0.22 -0.26 0.08
C -0.420249 -4.787067 -1.092792 -0.42 0.55 -0.19
C -1.493654 -4.626963 -0.007355 1.68 2.18 -1.38
O -2.125372 -5.524221 0.362037 -1.91 -2.97 1.17
O -1.708763 -3.377937 0.522250 0.65 0.66 -0.32
C -2.756370 -2.676935 -0.142942 -0.83 -0.11 -0.24
C -3.013249 -1.303428 0.484180 -0.33 -0.71 0.37
C -3.224282 -1.472546 2.002335 -0.38 0.27 0.11
O -2.037373 -0.305277 0.100364 -0.21 0.36 0.74
C -0.894558 -0.227997 0.861502 -1.24 2.07 0.94
O 0.009648 -0.930940 0.674467 2.63 -2.42 -0.97
C -0.759439 0.856809 1.976238 -1.56 -1.39 -0.56
S -0.280094 -0.021283 3.531646 0.10 0.32 0.23
C 2.215783 -4.607357 2.656838 0.39 -1.55 0.97
C 2.155001 -4.195481 4.122572 0.77 -1.91 -1.92
O 1.814628 -3.136670 4.408841 -1.30 3.91 1.52
F 2.525566 -5.035280 5.107966 0.22 -0.78 -0.46
H 4.823991 -3.959761 4.271728 0.12 0.02 -0.35
H 5.801898 -5.418018 4.093576 -0.25 0.23 -0.20
H 6.220282 -4.048906 3.072667 -0.35 0.23 0.39
H 3.058360 -2.242736 1.508627 0.10 -0.27 0.36
H 3.945654 -2.320539 3.002265 0.08 -0.32 -0.25
H 4.854739 -1.648199 0.366564 0.15 -0.67 -0.20
H 5.699289 -3.226707 0.739454 -0.44 0.21 -0.22
H 7.212870 -2.045676 1.849293 -0.26 0.25 0.17
H 6.017504 -1.665044 3.092116 -0.09 0.09 -0.32
H 5.367314 0.403240 1.555555 0.42 0.02 -0.42
H 6.895539 0.395906 2.487474 -0.35 -0.01 -0.24
H 8.421903 1.428878 1.505464 0.31 0.22 -0.28
H 4.332079 -4.558708 -0.112305 -0.30 0.27 0.18
H 3.281450 -5.810936 0.531180 0.31 0.35 -0.03
H 1.810646 -3.390205 0.303108 -0.04 -0.17 0.03
H -0.825707 -5.539627 -1.786306 0.30 0.08 0.29
H -0.276620 -3.871434 -1.685337 0.29 -0.18 0.37
H -2.593877 -2.617712 -1.235438 0.26 0.18 0.39
H -3.687678 -3.263353 -0.005071 0.25 0.26 -0.03
H -3.971066 -0.946823 0.077593 0.48 0.07 -0.13
H -4.258776 -1.814220 2.170356 0.34 0.06 -0.16
H -3.146932 -0.513939 2.533309 0.07 -0.27 -0.17
H -2.573606 -2.222324 2.465079 0.08 0.33 -0.22
H -1.769479 1.273342 2.081698 0.54 0.29 0.29
H -0.009291 1.611229 1.723242 -0.17 -0.25 -0.02
H -0.268035 -1.332865 3.179915 -0.04 0.64 -0.32
H 2.117731 -5.704392 2.614954 0.07 0.34 -0.19
H 1.333644 -4.183118 2.169018 0.31 0.15 0.20
O -5.687562 2.092062 1.511101 -0.45 0.12 -3.84
P -5.908479 3.578166 1.281975 1.02 1.27 7.20
N -4.374997 4.101841 1.883580 0.30 -0.04 -0.57
C -4.040756 5.428976 2.365632 -0.25 0.45 -0.23
C -3.216534 3.544410 1.193902 0.05 -0.50 -0.02
N -7.114558 3.755852 2.517746 -0.79 0.13 0.16
C -6.770724 4.240314 3.841831 0.30 0.41 -0.11
C -8.061440 2.649041 2.621142 0.13 -0.17 -0.21
N -6.297289 5.194190 0.685949 -0.75 -1.73 -2.61
C -7.716493 5.593785 0.618037 -0.36 0.17 0.28
C -5.750746 5.377936 -0.682201 0.59 0.23 0.05
H -3.866565 6.145098 1.550272 0.04 0.03 0.02
H -3.126786 5.384174 2.964148 0.02 -0.20 -0.09
H -4.801938 5.847555 3.016818 -0.13 -0.08 -0.15
H -2.957972 4.123759 0.295862 0.14 0.08 0.07
H -3.389711 2.515927 0.876532 -0.19 0.05 0.06
H -2.344772 3.528030 1.853070 -0.04 0.16 0.04
H -5.922058 3.699440 4.279160 0.02 0.08 0.07
H -7.619112 4.144935 4.522621 -0.08 -0.20 -0.18
H -6.554540 5.311157 3.818688 0.18 -0.04 0.03
H -7.654679 1.807532 3.192990 -0.04 -0.07 -0.06
H -8.338255 2.280968 1.631918 0.06 -0.05 0.04
H -8.983802 2.982546 3.105180 0.09 0.15 0.03
H -8.328938 4.851935 0.100000 -0.10 0.10 -0.02
H -7.812858 6.546455 0.090587 0.29 -0.12 -0.19
H -8.129927 5.764108 1.607485 0.12 -0.27 0.05
H -6.246380 4.724446 -1.405324 -0.06 0.15 -0.09
H -4.681334 5.156952 -0.709996 -0.02 -0.09 0.13
H -5.865150 6.412596 -1.006623 -0.08 -0.02 0.09
O 1.881563 -1.733864 -4.674868 -0.73 0.27 -3.81
P 1.723598 -0.234753 -4.862312 1.64 1.02 7.13
N 3.309159 0.208221 -4.347496 0.27 -0.01 -0.64
C 3.726258 1.512681 -3.864638 -0.26 0.47 -0.21
C 4.405382 -0.381843 -5.115652 -0.03 -0.52 0.00
N 0.602902 -0.029348 -3.549713 -0.83 0.19 0.21
C 1.045598 0.407118 -2.240000 0.36 0.47 -0.09
C -0.385410 -1.091192 -3.407376 0.05 -0.15 -0.25
N 1.369402 1.410026 -5.402593 -1.04 -1.61 -2.57
C -0.031873 1.870881 -5.374946 -0.32 0.17 0.30
C 1.839123 1.598786 -6.797290 0.60 0.20 0.02
H 3.880580 2.236214 -4.678450 0.03 0.02 0.02
H 4.669720 1.419813 -3.325011 0.07 -0.22 -0.05
H 3.021594 1.949875 -3.162208 -0.12 -0.09 -0.16
H 4.632921 0.207591 -6.015794 0.12 0.07 0.07
H 4.169928 -1.395498 -5.438582 -0.17 0.05 0.10
H 5.311343 -0.444796 -4.510673 -0.02 0.12 0.07
H 1.891784 -0.184258 -1.865897 0.00 0.09 0.08
H 0.237783 0.335630 -1.511759 -0.11 -0.23 -0.22
H 1.310825 1.467818 -2.253071 0.22 -0.05 -0.02
H 0.018503 -1.961862 -2.876131 -0.03 -0.06 -0.05
H -0.739447 -1.426496 -4.383932 0.07 -0.07 0.03
H -1.259935 -0.726094 -2.859367 0.12 0.14 0.06
H -0.707257 1.166931 -5.867949 -0.10 0.11 -0.01
H -0.118875 2.838196 -5.877486 0.27 -0.13 -0.21
H -0.376348 2.037376 -4.358381 0.11 -0.28 0.03
H 1.272317 0.982084 -7.500778 -0.05 0.15 -0.08
H 2.894024 1.332982 -6.894275 -0.01 -0.09 0.13
H 1.750793 2.644169 -7.095231 -0.07 -0.02 0.09
```
Positions in Å, forces in eV/Å.

The value obtained for the HOMO energy is -7.872 eV. The orbital gap is 0.27379 Eh. Its SMILES is CO[C@@](CCCCS(=O)(=O)O)(CNSCC(=O)OC[C@@H](C)OC(=O)CS)CC(=O)F.CN(C)P(=O)(N(C)C)N(C)C.CN(C)P(=O)(N(C)C)N(C)C. The lowest unoccupied orbital energy comes out at -0.42 eV.

***

An isolated molecule of C18H27NO3, computed with ωB97M-V/def2-TZVPD.

```
49
Properties=species:S:1:pos:R:3:forces:R:3
C -1.170279 -4.087439 1.270246 0.15 -0.05 0.28
C 0.046459 -3.208113 1.133523 -0.21 -0.26 0.22
O 0.875935 -3.128166 2.013225 -0.05 0.01 -0.05
C 0.179587 -2.426680 -0.124177 0.23 0.41 -0.50
C 1.242938 -1.523139 -0.189223 0.20 0.01 -0.02
C 1.431931 -0.726010 -1.309365 -0.27 -0.20 -0.10
C 0.546766 -0.862619 -2.384700 0.10 0.03 0.10
C -0.493643 -1.766529 -2.327317 0.08 0.08 -0.09
C -0.692819 -2.547122 -1.200407 0.09 -0.12 0.31
H -1.518022 -3.239259 -1.173009 -0.10 -0.09 0.04
H -1.163644 -1.858989 -3.169121 -0.05 0.00 -0.07
H 0.704876 -0.245592 -3.255250 0.01 0.08 -0.11
O 2.418729 0.185501 -1.493744 -0.32 -0.12 -0.18
C 3.309994 0.555228 -0.463050 0.31 0.46 0.22
C 2.933827 1.913852 0.175079 -0.46 -0.36 0.02
O 4.105949 2.615417 0.527466 0.37 0.05 0.16
H 4.509141 2.185667 1.291025 -0.01 0.06 0.01
C 2.003621 1.812862 1.408923 0.23 0.24 -0.25
N 0.659159 1.334349 1.219714 -0.06 -0.39 -0.05
H 0.651073 0.349295 0.979715 -0.03 0.12 0.12
C -0.163683 2.081766 0.289433 -0.34 -0.05 0.19
C -1.653791 1.837165 0.559753 0.26 0.07 -0.47
C -2.046539 0.384314 0.290474 -0.08 0.17 0.35
C -3.536742 0.162149 0.532128 0.08 -0.09 -0.30
C -4.369359 1.097023 -0.338031 -0.08 0.06 0.33
C -3.992071 2.547436 -0.057354 0.05 -0.04 -0.35
C -2.503400 2.768546 -0.306369 -0.08 -0.01 0.36
H -2.243915 3.808082 -0.094391 0.06 0.05 -0.06
H -2.280724 2.577093 -1.359190 0.04 0.03 -0.11
H -4.576778 3.215526 -0.693390 -0.05 0.05 0.07
H -4.224378 2.786560 0.982790 -0.05 0.06 0.06
H -5.432719 0.942267 -0.142934 -0.03 -0.03 -0.09
H -4.184707 0.871693 -1.391024 -0.03 -0.03 -0.09
H -3.793657 -0.877229 0.313948 -0.03 -0.05 0.08
H -3.763732 0.349422 1.584026 -0.04 -0.04 0.09
H -1.473923 -0.278592 0.941108 0.08 -0.07 -0.03
H -1.804704 0.132772 -0.745217 0.08 -0.03 -0.07
H -1.840668 2.058061 1.615216 0.01 0.03 0.04
H 0.053515 1.839754 -0.764894 -0.02 0.09 0.00
H 0.050375 3.143935 0.440284 0.02 0.04 -0.07
H 1.939765 2.822341 1.831572 0.11 -0.08 0.02
H 2.481120 1.165343 2.154010 0.10 0.07 0.02
H 2.459202 2.524741 -0.599908 0.00 -0.13 0.04
H 4.279336 0.690866 -0.956556 -0.16 -0.04 0.15
H 3.414735 -0.223080 0.298405 0.00 0.00 -0.06
H 1.904236 -1.496651 0.664417 0.03 0.04 0.04
H -2.074724 -3.494026 1.156721 -0.12 0.02 -0.07
H -1.159738 -4.859401 0.503899 -0.07 -0.06 -0.10
H -1.164739 -4.556729 2.250669 0.02 0.01 -0.01
```
Positions in Å, forces in eV/Å.

The value obtained for the HOMO energy is -8.602 eV. The orbital gap is 0.32022 Eh. As for the energy relative to the best compared isomer or geometry (same formula, charge and spin): 25.57 kcal/mol. Its SMILES is CC(=O)c1cccc(OC[C@H](O)CNCC2CCCCC2)c1. The lowest unoccupied orbital energy comes out at 0.11 eV.